(1)
Formula: C40H46Br2N6O6
Source: OMol25
Level of theory: ωB97M-V/def2-TZVPD

The geometry in XYZ format:
```
100
Properties=species:S:1:pos:R:3:forces:R:3:mulliken_charge:R:1
C -12.7219 -18.4652 -0.1656 0.6 2.0 -0.2 -1.057
C -12.4470 -17.0151 0.3622 -0.7 -1.0 0.7 0.433
C -11.7035 -17.1577 1.6914 -0.8 0.9 0.2 -0.305
O -10.4266 -16.6344 1.3777 0.9 -1.1 3.2 0.003
C -10.3639 -16.1165 0.2007 -1.0 -0.8 -1.1 0.487
O -9.3927 -15.7354 -0.3335 1.7 1.2 -0.8 -0.523
O -11.5648 -16.1869 -0.3691 -1.2 0.1 -1.7 -0.427
H -13.5222 -18.8055 0.4535 -0.4 -0.6 0.6 0.327
H -11.8154 -19.0319 -0.0277 0.1 -0.5 0.0 0.042
H -13.0752 -18.5267 -1.1811 0.1 0.2 -0.5 0.399
H -13.3983 -16.4999 0.5070 0.1 0.1 -0.3 0.355
H -11.6586 -18.1685 2.0115 0.5 -0.9 0.1 0.043
H -12.1396 -16.6280 2.5426 0.1 0.4 -0.2 0.149
C -9.7199 -22.7497 8.1583 1.3 0.2 -0.5 -0.921
C -10.7800 -23.6495 8.6412 -1.0 -0.6 -0.5 0.338
C -11.6065 -23.0689 9.7593 -0.5 0.3 1.9 -0.521
O -12.6372 -22.4032 9.1137 -1.4 -0.2 -2.3 -0.340
C -12.7753 -22.9329 7.8368 2.4 1.0 1.8 0.560
O -13.5498 -22.5193 7.0750 -2.0 0.1 -1.7 -0.392
O -11.7521 -23.7877 7.5752 -1.2 0.5 0.2 -0.379
H -9.2595 -23.1109 7.2276 -0.4 0.1 0.1 0.248
H -8.8857 -22.6580 8.8464 0.0 0.0 0.4 0.441
H -10.1528 -21.7729 8.0046 0.0 0.5 -0.2 -0.001
H -10.5326 -24.6611 8.7699 1.0 -1.2 0.7 0.486
H -11.1051 -22.2673 10.2940 0.6 -0.3 0.3 0.280
H -12.1426 -23.7189 10.4885 1.1 -0.3 -0.4 0.247
N -15.2303 -20.5372 2.9650 0.4 -0.2 1.3 -0.633
C -15.0973 -21.0853 1.7825 -0.3 -1.4 0.3 -0.266
C -14.8649 -22.4636 1.6001 1.1 0.6 1.0 -0.542
C -14.5006 -23.2780 2.6893 -2.1 2.5 -0.1 -0.407
C -14.7843 -22.7053 3.9390 1.2 0.1 0.7 -0.251
C -15.0862 -21.3606 4.0388 -0.3 0.0 -3.1 -0.346
H -15.2136 -20.4116 0.9574 -0.1 0.0 -0.6 0.551
H -14.8344 -22.7956 0.6037 0.2 -0.6 -1.1 0.411
H -14.1801 -24.2714 2.5766 0.3 -1.1 -0.2 0.524
H -14.6084 -23.1730 4.9064 0.0 -0.4 -0.4 0.349
H -15.2596 -20.8664 4.9260 -0.2 0.6 2.1 0.612
N -11.6247 -19.5974 7.0591 2.2 -1.2 0.7 0.097
C -10.5579 -18.8354 6.9979 1.1 2.9 -0.5 0.068
C -10.5807 -17.3980 6.7110 -2.0 -2.8 0.6 -0.707
C -11.8479 -16.8695 6.4509 0.8 -1.6 0.2 -0.337
C -12.9644 -17.7411 6.5750 0.3 1.9 0.0 -0.910
C -12.7906 -19.0525 6.9388 -2.8 -0.3 -0.5 -0.115
H -9.5820 -19.2910 7.1311 -0.1 -0.2 0.0 0.123
H -9.7089 -16.7948 6.7569 0.7 0.3 -0.3 0.546
H -11.8728 -15.8509 6.1083 -0.6 0.3 0.1 0.468
H -13.9468 -17.3033 6.4536 -0.1 -0.3 -0.1 0.405
H -13.6471 -19.7723 7.0737 0.7 1.0 -0.2 0.323
N -7.5120 -15.5952 4.7156 0.3 0.0 -0.7 -0.248
C -7.5217 -14.3125 5.0823 -0.2 -0.9 1.6 -0.119
C -7.6268 -13.2255 4.2453 -1.4 -0.1 -0.9 -0.599
C -7.8576 -13.5297 2.9150 0.3 -1.4 -1.3 -0.201
C -7.7290 -14.8848 2.4330 0.1 1.4 1.8 -0.754
C -7.5450 -15.8824 3.3868 -0.2 1.1 0.8 -0.429
H -7.5901 -14.1543 6.1765 0.4 -0.1 -0.6 0.344
H -7.8786 -12.2401 4.6319 0.5 -0.1 0.0 0.325
H -8.1902 -12.7683 2.2079 0.4 -0.1 0.2 0.371
H -7.8278 -15.1412 1.4036 -0.2 0.0 -0.6 0.590
H -7.5207 -16.9357 3.1266 0.1 0.1 -0.1 0.677
N -8.2274 -18.5948 -2.4378 -0.8 -0.6 0.5 -0.574
C -9.1881 -19.3088 -1.7705 1.7 2.6 -1.7 -0.351
C -8.9440 -19.9225 -0.5935 -1.5 -2.2 1.5 -0.175
C -7.6644 -19.9751 -0.1029 0.3 1.1 -0.7 0.165
C -6.7059 -19.2443 -0.7765 0.8 -1.1 0.1 -0.747
C -6.9974 -18.5819 -1.9297 -1.4 1.0 -1.9 -0.266
H -10.1126 -19.1477 -2.2590 -1.2 -0.6 0.0 0.487
H -9.7094 -20.5536 -0.0762 0.5 0.9 -0.5 -0.036
H -7.4533 -20.5312 0.7684 0.4 -0.5 0.8 0.665
H -5.6744 -19.4015 -0.6271 1.1 0.1 1.0 0.460
H -6.3131 -18.0001 -2.5870 0.0 -0.6 1.0 0.377
N -7.5070 -20.2825 6.5009 -0.1 -1.9 -0.3 0.196
C -6.9670 -19.0962 6.4931 0.8 0.3 0.8 -0.288
C -5.7030 -18.8711 7.0561 0.8 0.7 -0.6 -0.852
C -4.9846 -19.9345 7.5888 -0.4 0.6 -0.5 -0.367
C -5.5230 -21.2017 7.4658 0.6 -1.2 0.8 -0.918
C -6.7596 -21.3429 6.9200 -1.8 0.7 -1.2 -0.235
H -7.5546 -18.3090 6.0523 0.0 0.4 -0.1 0.744
H -5.2340 -17.8802 6.9283 -0.4 -0.5 0.4 0.388
H -4.0012 -19.8050 8.0006 0.2 0.2 0.1 0.410
H -5.0077 -22.1052 7.8196 0.0 0.5 -0.2 0.399
H -7.2289 -22.2974 6.6526 0.4 0.2 0.6 0.465
N -6.7238 -22.0532 3.3224 0.1 0.3 1.0 -0.017
C -6.9181 -22.9581 2.4073 -0.6 -0.9 -0.9 -0.010
C -6.0321 -23.1442 1.3234 -1.2 -1.1 0.9 -0.864
C -4.8921 -22.4314 1.2396 1.3 1.8 0.4 -0.288
C -4.6831 -21.4842 2.2554 2.5 1.0 0.5 -0.513
C -5.5775 -21.3415 3.2983 -1.2 -0.4 -1.3 -0.183
H -7.8609 -23.5781 2.5065 1.2 0.7 -0.3 0.302
H -6.2303 -23.9629 0.6918 -0.3 -0.7 -1.0 0.491
H -4.1278 -22.4691 0.4484 -0.7 -0.4 0.3 0.406
H -3.6793 -20.9089 2.2807 -1.9 -0.8 -0.1 0.253
H -5.5633 -20.5933 4.0558 0.7 0.5 0.5 0.383
Br -10.7076 -22.5772 1.9702 -0.2 0.0 -0.1 -0.122
C -10.2213 -22.3450 3.8017 0.1 0.3 1.8 -0.035
C -10.5124 -21.0054 4.4105 -0.7 1.3 -1.3 0.329
Br -9.7009 -19.4567 3.5221 0.4 -0.1 -0.3 0.130
H -9.1520 -22.4481 3.9245 0.3 -0.5 -0.4 0.023
H -10.7395 -23.0625 4.4736 0.2 0.1 -0.8 0.379
H -10.1600 -20.8571 5.3854 0.8 -0.6 1.4 -0.850
H -11.5283 -20.6682 4.4607 -0.8 -0.5 -0.3 0.347
```
Forces are in eV/Å.

Properties
orbital gap: 9.741 eV
SMILES: C[C@H]1COC(=O)O1.C[C@H]1COC(=O)O1.c1ccncc1.c1ccncc1.c1ccncc1.c1ccncc1.c1ccncc1.c1ccncc1.BrCCBr
LUMO level: 0.50 eV
net charge: 0
highest occupied orbital energy: -9.239 eV
energy above the lowest of the compared OMol25 structures with the same formula, charge and spin: 13.9 kcal per mole

---

(2)
Formula: C6H8N4O2
Source: OMol25
Level of theory: ωB97M-V/def2-TZVPD

The geometry in XYZ format:
```
20
Properties=species:S:1:pos:R:3:forces:R:3:nbo_charge:R:1
C -1.8144 -0.7343 -1.5222 0.8 -0.9 -0.6 0.067
C -0.3593 -1.0826 -1.7285 -1.3 1.5 1.0 -0.012
C -0.2618 -1.5202 2.0089 1.7 -2.1 -1.4 0.836
C 0.9616 0.9267 0.8510 0.6 -0.6 -0.8 0.532
C -1.3520 1.0523 -0.0803 2.0 0.5 0.5 -0.271
C 0.0784 0.4987 -0.0955 -0.1 0.5 1.0 -0.103
N -2.2045 0.1980 -0.7627 -2.7 -1.7 -1.4 -0.404
N 0.5033 -0.4769 -0.9756 -0.1 -1.2 -1.4 -0.365
N -1.2113 -1.1061 2.5628 -4.3 4.5 1.4 -0.759
N 2.2589 0.4419 1.0130 0.2 -1.0 -0.6 -0.832
O 0.5608 -2.2070 1.5658 1.1 -0.1 -0.3 -0.521
O 0.6217 1.8998 1.7263 2.3 -2.2 1.6 -0.670
H -2.5183 -1.4213 -2.0909 0.4 1.1 0.9 0.181
H -0.2048 -1.8194 -2.5277 0.9 0.2 0.6 0.195
H -1.7303 1.1062 1.0194 0.5 0.8 -1.9 0.182
H -1.3563 2.0147 -0.6813 -0.4 -0.4 1.3 0.214
H 0.0442 2.5084 1.3692 -2.1 1.9 -1.3 0.490
H -1.7091 -0.1566 2.3788 1.5 -2.6 0.6 0.424
H 2.5411 -0.3020 0.2965 -1.0 1.4 1.6 0.423
H 2.4567 0.1483 1.9802 0.0 0.3 -0.8 0.393
```
Forces are in eV/Å.

Properties
orbital gap: 7.835 eV
SMILES: N/C(O)=C1/CN=CC=N1.N=C=O
LUMO level: -0.11 eV
net charge: 0
highest occupied orbital energy: -7.943 eV
energy above the lowest of the compared OMol25 structures with the same formula, charge and spin: 71.1 kcal per mole

---

(3)
Formula: C5H9N3
Source: OMol25
Level of theory: ωB97M-V/def2-TZVPD

The geometry in XYZ format:
```
17
Properties=species:S:1:pos:R:3:forces:R:3:nbo_charge:R:1
C -0.9255 1.2342 0.6367 -0.6 1.7 -0.6 -0.638
C -0.8656 0.3567 -0.6661 0.0 -0.7 1.5 -0.130
C 1.5411 0.0241 -0.3826 3.0 0.0 0.8 -0.312
C 1.3197 -0.7555 0.8752 1.5 0.9 1.0 0.103
C -1.3887 -1.0404 -0.3420 1.8 0.6 1.8 0.075
H -0.7166 0.6684 1.5848 -0.3 0.5 -1.1 0.234
H -2.0373 1.7068 0.7007 2.9 -0.9 0.0 0.230
H -0.0854 2.0470 0.4986 -2.0 -1.2 0.5 0.223
H -1.4959 0.7381 -1.4259 -0.7 0.9 -0.6 0.203
H 0.3678 -0.4118 -2.0294 0.7 0.7 0.8 0.370
H 2.4060 -0.5132 -0.8987 -1.1 0.7 0.3 0.239
H 2.0458 0.9700 -0.0098 -0.6 -0.6 -0.5 0.199
H 2.0653 -0.5856 1.7536 -0.8 -0.4 -1.9 0.193
H -2.3104 -1.4217 -0.7834 0.1 0.0 0.2 0.196
N 0.4706 0.2824 -1.2624 -1.2 -0.6 -1.6 -0.616
N 0.3973 -1.5169 1.2299 -2.3 -0.2 0.7 -0.292
N -0.7882 -1.7827 0.5208 -0.4 -1.4 -1.3 -0.276
```
Forces are in eV/Å.

Properties
orbital gap: 9.304 eV
SMILES: C[C@@H]1C=NN=CCN1
LUMO level: 0.66 eV
net charge: 0
highest occupied orbital energy: -8.644 eV
energy above the lowest of the compared OMol25 structures with the same formula, charge and spin: 80.4 kcal per mole

---

(4)
Formula: C22H56CaO12V
Source: OMol25
Level of theory: ωB97M-V/def2-TZVPD

The geometry in XYZ format:
```
92
Properties=species:S:1:pos:R:3:forces:R:3:lowdin_spin:R:1
O 0.1858 -4.1259 -2.0291 0.1 -0.9 -0.4 0.000
V 0.4922 -2.6259 -2.1915 -2.4 3.6 -1.8 -0.001
O 0.5698 -2.1548 -3.7723 0.8 -1.4 3.2 0.005
Ca 1.4666 -2.3657 2.2723 -0.5 1.0 -0.9 0.000
C 0.7454 -0.9151 -0.1367 -1.0 5.5 1.1 0.000
O 0.3647 -0.4882 -1.2402 -0.3 2.4 -2.6 0.000
O 0.8551 -2.0834 -0.0736 1.9 -12.9 -1.1 0.000
O 0.9483 -0.3964 0.9843 0.3 3.3 1.6 0.000
C -2.4121 -1.9419 -4.5703 -1.5 -0.2 1.1 0.000
C -2.9080 -2.3647 -3.1040 0.2 0.1 -3.1 0.000
C -3.1571 -3.8596 -2.9305 -0.7 0.5 0.4 0.000
O -1.8920 -1.9731 -2.2529 3.2 -0.3 2.6 0.000
H -2.2113 -0.8711 -4.6043 0.6 0.0 0.4 0.000
H -3.1903 -1.9890 -5.3319 -0.2 -0.7 0.1 0.000
H -1.5574 -2.5659 -4.8317 -0.1 0.3 -0.1 0.000
H -3.7944 -1.8241 -2.7721 -0.2 0.1 -0.5 0.000
H -2.3646 -4.4588 -2.4822 0.5 0.4 -0.4 0.000
H -3.4764 -4.2956 -3.8771 -0.1 -0.1 0.2 0.000
H -3.9492 -3.8759 -2.1819 -0.3 -0.6 -0.2 0.000
H -1.8705 -1.0321 -2.0642 -0.2 0.5 -0.4 0.000
C -0.9941 2.9093 1.9358 0.5 1.3 1.3 0.000
C -0.5218 2.1484 3.2011 -0.2 0.3 -1.0 0.000
C -1.3106 2.2780 4.4838 -1.0 0.4 0.5 0.000
O -0.7889 0.8700 2.7552 -0.6 -3.8 0.7 0.000
H -2.0353 2.6315 1.7718 0.0 0.3 0.1 0.000
H -0.4354 2.5765 1.0611 0.3 0.0 0.1 0.000
H -0.8678 3.9854 2.0545 -0.2 0.2 -0.3 0.000
H 0.5379 2.1846 3.4538 0.2 0.8 -0.4 0.000
H -2.3722 2.1023 4.3096 -0.1 0.1 -0.3 0.000
H -1.2686 3.2197 5.0311 0.4 0.2 -0.4 0.000
H -1.0644 1.5063 5.2132 0.4 -0.1 -0.2 0.000
H -0.2958 0.5885 1.9811 0.3 0.5 -0.1 0.000
C 1.0092 0.7205 -5.0802 -0.1 -0.3 -0.9 0.072
C 2.0958 1.5951 -4.4028 -0.6 -2.3 -1.6 0.159
C 1.6586 3.0427 -4.3639 -0.5 3.1 -0.2 0.157
O 2.2174 1.1749 -3.1436 1.5 -0.2 0.9 0.541
H 0.9098 1.0313 -6.1202 -0.1 0.2 0.1 0.007
H 0.0206 0.6820 -4.6228 0.0 0.7 0.3 0.003
H 1.2980 -0.3306 -5.0850 0.5 0.1 0.1 0.007
H 3.0534 1.5337 -4.9199 0.3 0.2 0.3 0.015
H 2.4025 3.6527 -3.8515 0.1 -0.3 0.2 0.003
H 0.6786 3.2603 -3.9393 0.0 -0.6 0.1 0.000
H 1.6583 3.4052 -5.3919 -0.1 -0.4 -0.2 0.015
H 1.3687 0.8091 -2.8840 -1.3 -0.4 1.1 0.007
C 3.7164 3.6293 2.1421 -0.3 0.8 -1.1 0.001
C 2.7190 2.9097 1.2172 1.8 0.3 -1.3 0.001
C 3.1891 2.6232 -0.2524 0.6 1.2 1.6 0.004
O 2.5673 1.6692 1.8402 -0.8 -0.9 0.8 0.000
H 3.2981 3.5842 3.1476 0.2 0.2 0.0 0.000
H 3.8438 4.6605 1.8125 -0.3 0.2 0.3 0.000
H 4.7450 3.2690 2.1245 -0.2 -0.7 0.0 0.000
H 1.8262 3.5119 1.0487 -0.5 -0.2 0.9 0.000
H 2.4089 2.1094 -0.8139 0.1 -0.2 0.1 0.002
H 4.1362 2.0960 -0.1376 -0.1 -0.4 -0.6 0.000
H 3.3903 3.5906 -0.7125 0.0 0.0 -0.3 0.000
H 1.9490 1.1350 1.3362 -0.4 -0.4 -0.3 0.000
C -3.1590 2.5877 -3.2176 -0.1 0.1 1.2 0.000
C -2.6033 1.9851 -1.8743 -2.2 1.1 -1.0 0.000
C -3.5741 1.0887 -1.0694 0.8 1.2 -0.2 0.000
O -1.5539 1.2432 -2.3134 2.6 -2.1 -0.8 0.001
H -3.8465 3.4089 -3.0151 -0.2 -0.2 -0.1 0.000
H -3.6302 1.8355 -3.8504 -0.2 -0.1 0.2 0.000
H -2.3449 3.0033 -3.8115 0.2 0.0 0.2 0.000
H -2.2051 2.7936 -1.2613 -0.4 0.3 0.3 0.000
H -3.8643 0.2187 -1.6585 -0.5 0.3 -0.1 0.000
H -4.3739 1.7339 -0.7059 -0.4 -0.5 -0.1 0.000
H -3.0414 0.7080 -0.1979 0.1 0.0 0.2 0.000
H -1.0913 0.8631 -1.5630 0.4 -0.1 0.2 0.000
C 4.2385 -0.2316 5.0906 -0.8 0.1 1.2 0.000
C 2.7550 -0.6063 4.7865 1.5 0.8 1.2 0.000
C 1.7844 0.4680 5.3042 -0.2 0.1 -0.4 0.000
O 2.7168 -0.7725 3.3741 -1.2 -1.0 -0.8 0.000
H 4.9909 -0.9488 4.7626 -0.3 -0.2 -0.1 0.000
H 4.3230 -0.1160 6.1712 0.2 -0.2 0.1 0.000
H 4.5192 0.7545 4.7206 -0.3 0.0 -0.4 0.000
H 2.5181 -1.5788 5.2180 0.0 -0.2 0.1 0.000
H 0.7397 0.3894 5.0035 0.1 -0.5 -0.6 0.000
H 2.1243 1.4296 4.9196 0.1 0.2 0.2 0.000
H 1.6634 0.5111 6.3866 0.8 -0.1 0.1 0.000
H 2.7233 0.1054 2.9857 0.2 0.9 -0.6 0.000
C -1.5145 -5.9921 1.7804 0.4 1.7 -1.2 0.000
C -0.9622 -4.6703 1.1151 -2.7 -1.4 -1.4 0.000
C -2.1208 -3.6363 0.8227 1.2 -2.2 -0.5 0.000
O -0.1273 -4.0774 2.0253 2.6 1.2 2.8 0.000
H -0.7188 -6.6987 2.0162 0.0 0.0 0.0 0.000
H -2.2083 -6.4296 1.0625 -0.2 -0.2 0.4 0.000
H -2.0087 -5.6119 2.6744 -0.4 -0.6 0.2 0.000
H -0.3515 -4.9448 0.2549 -0.3 0.3 -0.3 0.000
H -2.9158 -3.8104 1.5478 0.1 0.5 0.1 0.000
H -2.4913 -3.9523 -0.1525 -0.3 0.6 -0.1 0.000
H -1.6896 -2.6352 0.8270 -0.4 0.0 -0.1 0.000
H -0.2877 -4.5728 2.8318 0.2 0.0 0.6 0.000
```
Forces are in eV/Å.

Properties
orbital gap (alpha / beta): 7.243 / 3.470 eV
LUMO level (alpha / beta): -6.81 / -10.58 eV
net charge: +2
<S²>: 0.754
highest occupied orbital energy (alpha / beta): -14.050 / -14.050 eV
2S+1: 2

---

(5)
Formula: C4H12O2
Source: OMol25
Level of theory: ωB97M-V/def2-TZVPD

The geometry in XYZ format:
```
18
Properties=species:S:1:pos:R:3:forces:R:3:nbo_charge:R:1
C -0.5445 0.7385 -1.6147 -0.3 -0.6 0.0 -0.052
O -1.6552 -0.1323 -1.8462 -0.1 0.1 0.1 -0.733
C 0.6067 0.0691 -0.8994 0.9 0.2 0.2 -0.420
C 0.2089 -0.8229 0.2593 -1.0 -0.2 -0.1 -0.411
C 1.3329 -1.2071 1.2166 -0.2 0.1 0.3 -0.614
H -0.2056 1.1910 -2.5387 0.0 0.2 -0.2 0.172
H -0.9277 1.5188 -0.9643 -0.1 0.2 0.0 0.158
H -1.6107 -0.5517 -2.7078 0.2 0.1 -0.1 0.471
H 1.2629 0.8713 -0.5484 -0.1 0.2 0.2 0.201
H 1.2728 -0.4889 -1.5608 -0.2 -0.2 -0.3 0.196
H -0.2494 -1.6992 -0.1656 0.1 -0.7 -0.3 0.213
H -0.7018 -0.4451 0.7538 0.6 0.5 0.3 0.189
H 2.2174 -0.5898 1.0809 0.1 0.0 -0.1 0.207
H 1.6050 -2.2600 1.1594 0.1 0.0 -0.3 0.213
H 1.0213 -1.0648 2.2464 0.0 0.1 0.2 0.207
H -1.3765 1.8614 1.3102 0.0 0.0 0.1 0.466
H -0.9484 1.0752 2.5505 -0.2 0.6 -0.2 0.469
O -1.3081 1.9363 2.2689 0.2 -0.5 0.1 -0.933
```
Forces are in eV/Å.

Properties
orbital gap: 11.356 eV
SMILES: CCCCO.O
LUMO level: 0.81 eV
net charge: 0
highest occupied orbital energy: -10.548 eV
energy above the lowest of the compared OMol25 structures with the same formula, charge and spin: 9.9 kcal per mole

---

(6)
Formula: C4H8N2O2
Source: OMol25
Level of theory: ωB97M-V/def2-TZVPD

The geometry in XYZ format:
```
16
Properties=species:S:1:pos:R:3:forces:R:3:nbo_charge:R:1
O 0.8521 -2.1502 1.9849 -0.1 -0.4 0.2 -0.219
C 1.0166 -1.1058 1.1701 -0.2 0.3 -0.8 -0.201
C -0.0486 -1.0466 0.0345 0.4 -2.3 1.5 0.287
C -0.6155 0.0832 -0.4603 0.9 1.2 -1.5 -0.164
C -0.2993 1.5018 -0.0264 -1.7 0.5 0.0 0.145
N -0.5728 2.4135 -1.2178 0.5 0.5 0.5 -0.583
O 0.9529 1.5925 0.2684 0.9 -0.6 -0.2 -0.270
N -0.4276 -2.3011 -0.3332 0.1 2.7 0.6 -0.671
H 1.1310 -0.1516 1.6997 0.1 0.0 -0.1 0.253
H 1.9718 -1.3195 0.6370 0.1 0.3 0.2 0.293
H -0.9901 1.8292 0.7727 0.1 0.1 -0.1 0.230
H -0.9883 0.0488 -1.4834 -0.2 0.0 0.1 0.257
H -0.7139 3.3757 -0.8888 -0.2 -0.3 0.0 0.396
H 0.2594 2.4742 -1.8238 -0.3 -0.4 0.0 0.395
H -1.3380 -2.3261 -0.7638 -0.1 -0.7 -0.2 0.418
H -0.1896 -2.9179 0.4303 -0.2 -0.9 -0.2 0.434
```
Forces are in eV/Å.

Properties
orbital gap (alpha / beta): 5.276 / 6.420 eV
LUMO level (alpha / beta): -8.53 / -7.78 eV
net charge: +1
<S²>: 1.563
highest occupied orbital energy (alpha / beta): -13.811 / -14.198 eV
energy above the lowest of the compared OMol25 structures with the same formula, charge and spin: 124.6 kcal per mole
2S+1: 2

---

Number 1: total energy -203534.1814 eV, strongest force on any atom 3.54 eV Å⁻¹. Number 2: total energy -16404.8261 eV, strongest force on any atom 6.35 eV Å⁻¹. Number 3: total energy -9797.9786 eV, strongest force on any atom 3.06 eV Å⁻¹. Number 4: total energy -92403.5508 eV, strongest force on any atom 13.05 eV Å⁻¹. Number 5: total energy -8437.0855 eV, strongest force on any atom 1.02 eV Å⁻¹. Number 6: total energy -11338.9815 eV, strongest force on any atom 2.77 eV Å⁻¹.